Formula: C20H29NO3
Source: the Open Molecules 2025 dataset
Level of theory: the ωB97M-V functional and the def2-TZVPD basis

Kohn-Sham gap = 9.3 eV
Net charge = 0
Relative energy (zero: lowest compared OMol25 entry of this formula, charge and spin) = 1939.30 kJ/mol

The geometry in XYZ format:
```
53
C20H29NO3 | the Open Molecules 2025 dataset | the ωB97M-V functional and the def2-TZVPD basis
O -3.436 -1.359 0.797
C -2.671 -0.822 -0.156
N -1.470 -1.232 -0.564
C -1.125 -2.607 0.008
H -1.945 -3.111 0.544
C 0.075 -2.482 0.859
H 0.526 -3.499 1.033
H -0.115 -2.048 1.702
C 1.011 -1.339 0.030
C 0.722 -1.334 -1.367
C -0.812 -0.590 -1.540
H -0.870 0.396 -1.620
H -1.081 -1.277 -2.668
H 0.817 -2.196 -1.754
H 1.358 -0.645 -2.017
C 2.451 -1.897 0.358
O 3.021 -2.119 1.607
H 2.384 -2.623 2.121
H 2.708 -2.733 -0.336
H 3.169 -1.121 -0.146
C 0.868 -0.020 0.766
H 1.284 -0.029 1.983
H -0.154 0.274 1.095
C 1.423 1.287 0.348
C 2.983 1.425 -0.188
C 3.685 1.316 -1.200
C 4.991 1.125 -1.301
C 5.802 1.453 -0.191
C 5.082 1.231 1.199
C 3.818 1.216 1.263
H 3.333 1.353 2.118
H 5.736 1.234 1.854
H 6.873 1.340 -0.221
H 5.421 1.210 -2.297
H 2.964 1.245 -2.084
H 1.086 1.576 -0.776
H 1.211 2.100 0.614
H -1.052 -3.280 -0.510
C -3.306 0.502 -0.846
H -3.062 0.545 -1.806
C -2.634 1.637 -0.022
H -1.777 1.704 0.211
C -3.497 1.905 1.195
H -3.080 2.726 1.654
O -4.891 2.175 0.942
C -5.223 0.875 0.490
C -4.738 0.458 -0.830
H -5.127 -0.528 -1.149
H -5.077 1.432 -1.695
H -6.579 1.216 0.483
H -5.190 0.154 1.149
H -3.169 1.143 1.786
H -2.720 2.638 -0.923
```